w | C19H31Cl2N7O4SY | the ωB97M-V functional and the def2-TZVPD basis

```
65
Properties=species:S:1:pos:R:3:mulliken_charge:R:1
Y 9.82 8.23 8.09 -0.2264
C 7.09 11.74 8.50 -1.5778
C 7.61 10.27 8.41 -0.4063
N 8.64 9.91 9.21 0.8025
C 8.84 10.34 10.60 -1.0127
C 10.07 9.59 11.01 -0.2926
N 9.99 8.17 10.70 0.2019
C 11.05 7.36 11.24 -1.0667
C 12.19 7.04 10.25 -0.6127
N 11.54 6.64 8.94 -0.2915
C 10.94 5.28 8.99 -0.7084
C 10.22 4.96 7.73 -1.2261
N 9.20 6.03 7.52 1.2264
C 8.17 5.88 6.81 0.0172
C 7.77 4.57 6.15 -2.0470
C 7.23 7.01 6.72 0.7432
C 6.28 7.24 5.80 -0.2214
C 5.52 8.42 5.84 -1.5800
C 6.02 9.46 6.62 -0.5789
C 7.03 9.29 7.61 1.1197
N 7.42 7.94 7.86 1.2472
H 6.70 12.05 7.40 0.3899
H 7.91 12.33 8.88 0.4409
H 6.27 11.83 9.25 0.2360
H 7.93 10.04 11.20 0.3326
H 8.95 11.43 10.82 0.3784
H 10.20 9.69 12.07 0.5230
H 10.89 10.03 10.40 -0.0273
H 9.09 7.77 11.04 0.2204
H 10.63 6.38 11.57 0.4033
H 11.45 7.79 12.19 0.4078
H 12.77 6.24 10.63 0.4200
H 12.83 7.87 9.93 0.2222
H 12.26 6.68 8.17 0.2443
H 10.22 5.20 9.85 0.2256
H 11.72 4.53 9.32 0.3909
H 9.79 3.91 7.73 0.4197
H 10.81 5.06 6.84 0.4962
H 7.89 4.60 5.03 0.3373
H 6.74 4.26 6.40 0.3424
H 8.43 3.71 6.35 0.4999
H 6.03 6.58 4.98 0.4783
H 4.79 8.66 5.03 0.3265
H 5.35 10.37 6.50 0.2883
Cl 7.25 5.93 9.70 -0.1572
C 6.65 7.41 8.97 -0.6527
H 6.63 8.14 9.77 0.3501
H 5.62 7.20 8.61 0.3942
O 11.36 9.32 4.41 -0.6243
Cl 10.64 8.34 5.16 1.7154
O 9.96 7.35 4.40 -0.6102
O 9.59 9.06 5.97 -0.6844
O 11.51 7.69 6.21 -0.6795
S 11.83 10.60 8.11 -0.4288
C 13.44 10.14 7.86 0.3985
N 14.44 10.84 8.40 -0.2238
C 15.79 10.49 7.82 -0.5703
C 15.46 9.06 7.35 -0.5213
N 14.02 9.12 7.20 0.0306
H 14.16 11.72 8.81 0.2639
H 16.58 10.51 8.53 0.3364
H 16.06 11.16 6.98 0.2904
H 15.79 8.38 8.15 0.2157
H 15.98 8.78 6.45 0.3960
H 13.43 8.76 6.39 0.2550
```

HOMO energy (spin up / spin down) = -9.33 / -9.33 eV
Multiplicity = 1
HOMO-LUMO gap (spin up / spin down) = 0.243 / 0.243 hartree
Charge = +1


x | C19H31Cl2N7O4SY | the ωB97M-V functional and the def2-TZVPD basis

```
65
Properties=species:S:1:pos:R:3:mulliken_charge:R:1
Y -0.11 0.17 0.13 0.3385
C 4.31 1.07 -0.38 -2.1409
C 2.83 1.17 -0.43 0.4671
N 2.00 1.06 0.60 0.8553
C 2.42 1.35 1.95 -1.1130
C 1.10 1.57 2.75 -1.0044
N -0.15 1.84 1.89 0.0499
C -1.39 2.08 2.66 -0.8251
C -2.31 0.86 2.61 -0.6794
N -2.47 0.30 1.16 -0.1579
C -3.28 0.99 0.17 -1.0487
C -3.00 0.50 -1.28 -0.8364
N -1.64 0.79 -1.61 0.9419
C -1.30 1.00 -2.82 0.1800
C -2.26 0.99 -4.01 -1.9378
C 0.08 1.38 -3.01 0.7044
C 0.76 1.44 -4.19 -0.4267
C 2.16 1.60 -4.18 -1.4918
C 2.91 1.45 -2.98 -0.7559
C 2.31 1.29 -1.74 0.2966
N 0.83 1.65 -1.79 0.8962
H 4.72 0.77 0.56 0.4620
H 4.83 2.01 -0.69 0.3356
H 4.67 0.40 -1.12 0.5031
H 3.10 2.18 2.08 0.5383
H 2.93 0.49 2.41 0.4318
H 1.17 2.39 3.45 0.5785
H 0.94 0.65 3.36 0.3826
H 0.10 2.71 1.44 0.2349
H -2.00 2.86 2.16 0.3632
H -1.31 2.33 3.75 0.3601
H -3.29 1.12 3.03 0.4046
H -1.86 -0.05 3.08 0.3177
H -2.86 -0.61 1.28 0.2068
H -3.20 2.07 0.17 0.3791
H -4.36 0.82 0.28 0.4514
H -3.83 0.94 -1.82 0.6087
H -3.08 -0.61 -1.16 0.2125
H -2.76 1.94 -4.04 0.3504
H -3.13 0.31 -3.86 0.4430
H -1.75 0.77 -4.92 0.4410
H 0.24 1.22 -5.17 0.1925
H 2.75 1.45 -5.06 0.3555
H 3.94 1.48 -3.13 0.6354
Cl -0.81 3.59 -0.73 -0.2047
C 0.81 3.11 -1.46 -0.7344
H 1.57 3.38 -0.77 0.5183
H 0.94 3.72 -2.33 0.4709
O 0.47 -3.76 -1.21 -0.6527
Cl -0.02 -2.48 -1.53 1.8821
O -0.67 -2.45 -2.80 -0.6524
O 1.01 -1.39 -1.44 -0.6814
O -0.93 -2.06 -0.44 -0.8528
S 0.76 -1.62 2.30 -0.4211
C 0.15 -3.22 2.44 0.2948
N 0.58 -4.04 3.42 -0.2021
C 0.04 -5.41 3.31 -0.5332
C -0.93 -5.26 2.08 -0.5953
N -0.71 -3.87 1.65 0.1304
H 1.25 -3.76 4.16 0.2294
H -0.52 -5.65 4.19 0.3019
H 0.84 -6.08 3.24 0.3401
H -1.93 -5.43 2.37 0.3287
H -0.70 -5.92 1.23 0.3445
H -0.98 -3.58 0.78 0.1887
```

HOMO energy (spin up / spin down) = -9.08 / -9.08 eV
Multiplicity = 1
HOMO-LUMO gap (spin up / spin down) = 0.236 / 0.236 hartree
Charge = +1


The structure with the most favorable energy is x; the runner-up is 8.3 kcal/mol above it.


w | C3H6NO2S2 | the ωB97M-V functional and the def2-TZVPD basis

```
14
Properties=species:S:1:pos:R:3:mulliken_charge:R:1
N -0.96 1.18 -1.03 -0.6213
C -0.31 0.67 0.18 0.2293
C 0.44 -0.57 -0.30 -0.7343
S -0.73 -1.87 -0.82 -0.0871
S -0.21 -3.70 -0.05 -0.2865
C 0.87 1.61 0.88 0.4346
O 1.12 1.12 1.96 -0.6770
O 1.33 2.60 0.33 -0.7332
H -1.79 1.69 -0.85 0.2179
H -0.41 1.91 -1.56 0.2251
H -1.10 0.57 1.02 0.2789
H 1.25 -1.00 0.38 0.4152
H 0.96 -0.38 -1.42 0.2223
H -0.48 -3.82 1.28 0.1161
```

HOMO energy = -3.92 eV
SMILES string = N[C@@H](CSS)C(=O)[O-]
Multiplicity = 1
HOMO-LUMO gap = 0.250 hartree
Charge = -1


x | C3H6NO2S2 | the ωB97M-V functional and the def2-TZVPD basis

```
14
Properties=species:S:1:pos:R:3:mulliken_charge:R:1
N 1.37 1.18 0.36 -0.6309
C 0.10 0.48 0.61 -0.1848
C -0.19 -0.46 -0.56 -0.6657
S -0.80 0.51 -1.97 -0.1027
S -1.09 -0.89 -3.42 -0.2785
C 0.07 -0.26 2.00 0.4471
O -0.85 -1.10 2.12 -0.7434
O 0.94 0.10 2.81 -0.7349
H 1.39 2.07 0.82 0.2485
H 2.12 0.61 0.74 0.2744
H -0.62 1.27 0.64 0.4180
H -0.94 -1.17 -0.22 0.4581
H 0.74 -0.89 -0.87 0.3763
H -2.24 -1.45 -3.07 0.1185
```

HOMO energy = -4.24 eV
SMILES string = N[C@@H](CSS)C(=O)[O-]
Multiplicity = 1
HOMO-LUMO gap = 0.260 hartree
Charge = -1


The structure with the most favorable energy is x; the runner-up is 25.6 kcal/mol above it.


w | C4H10NOS | the ωB97M-V functional and the def2-TZVPD basis

```
17
Properties=species:S:1:pos:R:3:mulliken_charge:R:1
C -0.21 0.88 2.00 -1.2838
C 0.38 0.21 0.75 0.1068
C 0.88 -1.18 1.05 -1.2432
S -0.97 0.05 -0.40 0.1475
N -0.19 0.24 -2.02 0.5509
C -0.89 -0.31 -3.03 -0.7194
O 0.91 0.70 -2.18 -0.3142
H -1.08 0.30 2.36 0.3523
H 0.45 1.12 2.77 0.4043
H -0.57 1.75 1.47 0.4179
H 1.14 0.76 0.33 0.4727
H 0.35 -1.83 1.79 0.3105
H 1.85 -1.11 1.44 0.3990
H 1.02 -1.76 0.16 0.3919
H -1.96 -0.62 -2.90 0.3135
H -0.49 -1.40 -3.30 0.3470
H -0.82 0.17 -4.09 0.3462
```

HOMO energy (spin up / spin down) = -15.12 / -15.12 eV
SMILES string = CC(C)S[N+](C)=O
Multiplicity = 1
HOMO-LUMO gap (spin up / spin down) = 0.307 / 0.307 hartree
Charge = +1


x | C4H10NOS | the ωB97M-V functional and the def2-TZVPD basis

```
17
Properties=species:S:1:pos:R:3:mulliken_charge:R:1
C 1.51 -0.05 -0.46 -0.5067
C 0.91 -1.32 0.16 -0.5212
C 0.48 1.11 -0.33 -0.3492
C -0.28 -0.73 0.97 0.4493
N -0.55 0.52 0.65 -0.0778
O -0.91 -1.48 1.83 -0.4110
S -2.83 1.60 -1.78 -0.3337
H 2.45 0.21 -0.06 0.3668
H 1.58 -0.33 -1.49 0.2714
H 0.44 -2.07 -0.61 0.2966
H 1.47 -1.98 0.82 0.3774
H 0.82 2.08 0.13 0.3151
H 0.05 1.49 -1.32 0.1434
H -2.10 1.94 -2.88 0.1753
H -1.30 1.11 1.01 0.2329
H -1.72 -1.13 2.28 0.3843
H -3.98 2.14 -2.13 0.1870
```

HOMO energy = -13.13 eV
Multiplicity = 1
HOMO-LUMO gap = 0.354 hartree
Charge = +1


The structure with the most favorable energy is x; the runner-up is 93.1 kcal/mol above it.